The following is a quantum chemistry calculation of a molecular structure, C32H51BN11ORuS3Te, from OMol25.

**Net charge**: 0
**ΔE to the lowest compared entry with this formula, charge and spin**: 0.285 eV
**LUMO energy (alpha / beta)**: 0.017 / -0.006 Ha
**2S+1**: 6
**Orbital gap (alpha / beta)**: 6.1 / 6.4 eV
**E_HOMO (alpha / beta)**: -5.601 / -6.516 eV

Each line ends with the Löwdin spin population.
Atoms and positions in Å:
Ru 0.045 -0.765 -0.666  3.277
C -3.171 -4.012 0.031  0.005
C -2.423 -4.567 1.236  0.001
C -3.430 -5.255 2.156  0.001
C -1.372 -5.555 0.724  0.009
N -1.695 -3.550 2.067  0.012
C -1.003 -3.988 3.183  0.006
C -0.467 -2.908 3.776  0.005
N -0.811 -1.803 3.037  0.010
B -0.198 -0.441 3.452  0.003
N -1.011 0.780 2.953  0.005
C -2.171 1.099 3.616  0.002
C -2.762 2.110 2.960  0.001
N -1.956 2.433 1.878  0.006
C -0.878 1.599 1.885  0.009
S 0.460 1.529 0.812  0.042
C -2.425 3.494 0.932  0.000
C -2.642 4.769 1.752  0.000
C -1.455 3.819 -0.196  0.001
C -3.739 3.004 0.325  0.000
N 1.311 -0.342 3.120  0.015
C 2.065 0.584 3.802  0.005
C 3.286 0.619 3.241  0.005
N 3.298 -0.306 2.211  0.017
C 2.068 -0.878 2.142  0.025
S 1.504 -2.028 0.981  0.140
C 4.540 -0.474 1.381  0.001
C 4.689 0.790 0.535  0.001
C 4.523 -1.685 0.458  0.003
C 5.714 -0.640 2.349  0.000
C -1.561 -2.198 1.987  0.019
S -2.160 -1.119 0.785  0.109
H -3.612 -4.879 -0.467  0.000
H -2.506 -3.510 -0.665  0.007
H -3.967 -3.330 0.317  0.001
H -3.984 -6.002 1.587  0.000
H -4.141 -4.528 2.551  0.000
H -2.952 -5.758 2.996  0.000
H -1.866 -6.325 0.131  0.000
H -0.835 -6.051 1.532  0.000
H -0.652 -5.037 0.089  0.018
H -0.960 -5.023 3.459  0.000
H 0.143 -2.825 4.657  0.000
H -0.272 -0.398 4.661  0.000
H -2.473 0.568 4.500  0.000
H -3.676 2.629 3.170  0.000
H -1.715 5.064 2.245  0.000
H -3.416 4.656 2.511  0.000
H -2.949 5.576 1.087  0.000
H -0.490 4.153 0.175  0.001
H -1.915 4.632 -0.762  0.000
H -1.292 2.973 -0.856  0.000
H -4.505 2.845 1.083  0.000
H -3.568 2.066 -0.202  0.000
H -4.110 3.749 -0.381  0.000
H 1.654 1.148 4.618  0.001
H 4.141 1.218 3.485  0.001
H 3.857 0.868 -0.165  0.000
H 5.615 0.734 -0.040  0.000
H 4.723 1.687 1.154  0.000
H 3.790 -1.596 -0.334  0.000
H 4.355 -2.614 1.002  0.002
H 5.517 -1.722 0.004  0.000
H 5.894 0.244 2.958  0.000
H 6.619 -0.827 1.772  0.000
H 5.547 -1.492 3.010  0.000
O 2.018 0.758 -1.598  0.053
C 2.192 0.835 -3.013  0.003
C 2.768 -0.461 -3.523  0.004
C 2.277 -1.014 -4.700  0.009
C 2.813 -2.206 -5.152  0.006
C 3.812 -2.806 -4.403  0.003
C 4.244 -2.164 -3.254  0.003
N 3.756 -1.006 -2.822  0.001
H 1.610 1.580 -1.292  0.001
H 2.867 1.664 -3.259  0.001
H 1.236 1.016 -3.506  0.000
H 1.462 -0.532 -5.224  0.000
H 2.436 -2.676 -6.052  0.000
H 4.241 -3.755 -4.692  0.000
H 5.029 -2.608 -2.650  0.000
Te 0.053 -2.825 -2.176  0.964
C -1.594 -2.052 -5.716  0.019
C -3.038 -1.794 -5.305  0.002
C -3.497 -2.728 -4.190  0.011
C -3.298 -0.335 -4.939  0.001
N -2.622 0.096 -3.713  0.013
C -3.123 0.317 -2.492  0.003
N -2.157 0.730 -1.710  0.025
N -1.051 0.733 -2.476  0.033
N -1.320 0.370 -3.682  0.025
H -1.488 -3.082 -6.059  0.000
H -0.902 -1.914 -4.885  0.031
H -1.286 -1.389 -6.527  0.001
H -3.673 -1.959 -6.183  0.001
H -2.915 -2.577 -3.278  0.017
H -3.359 -3.769 -4.480  0.000
H -4.555 -2.581 -3.957  0.000
H -4.361 -0.182 -4.747  0.000
H -2.991 0.354 -5.724  0.000
H -4.152 0.165 -2.218  0.000